1.
Entry from OMol25: a molecular structure, C45H42As2F4FeN3O5 (ωB97M-V/def2-TZVPD).

The value obtained for the HOMO-LUMO gap (spin up / spin down) is 6.573 / 6.325 eV. As for the multiplicity: 5. Its LUMO energy (spin up / spin down) is -3.34 / -3.34 eV. The net charge is +1. The HOMO energy (spin up / spin down) comes out at -9.91 / -9.67 eV. As for the expectation value of S²: 6.0111.

Last column: Löwdin charge in e.
Atoms and positions in Å:
Fe -0.524 0.895 -1.942  0.66
F 2.287 -1.189 3.865  0.06
C 1.724 0.021 3.640  -0.19
C 1.043 0.213 2.479  0.10
C 0.490 1.457 2.180  -0.03
C -0.221 1.654 0.909  -0.25
O -0.382 0.676 0.160  -0.11
C -0.670 2.983 0.642  -0.01
C -0.486 3.938 1.590  0.06
N 0.102 3.744 2.795  0.02
C 0.208 4.840 3.737  -0.26
C -0.591 4.777 5.006  -0.10
C -0.970 5.737 3.917  -0.07
C 0.638 2.496 3.097  -0.11
C 1.325 2.275 4.295  0.06
C 1.889 1.045 4.584  -0.13
N 2.576 0.861 5.816  -0.09
C 3.014 -0.460 6.267  -0.13
C 3.457 -0.334 7.735  -0.07
N 2.725 0.842 8.334  0.06
C 3.262 2.135 7.757  -0.07
C 3.501 1.895 6.265  -0.13
C -1.367 3.418 -0.627  -0.58
O -1.749 4.571 -0.709  0.07
O -1.499 2.499 -1.521  -0.12
H 0.951 -0.598 1.766  0.14
H -0.833 4.941 1.375  0.15
H 1.194 5.288 3.779  0.16
H -0.141 5.171 5.908  0.10
H -1.225 3.910 5.147  0.11
H -0.776 6.791 4.059  0.11
H -1.863 5.516 3.348  0.12
H 1.397 3.084 5.010  0.11
H 3.846 -0.867 5.690  0.14
H 2.185 -1.157 6.194  0.13
H 4.516 -0.122 7.844  0.13
H 3.218 -1.225 8.306  0.14
H 2.769 0.844 9.350  0.18
H 1.747 0.769 8.054  0.18
H 4.176 2.383 8.292  0.14
H 2.514 2.901 7.946  0.13
H 4.537 1.582 6.091  0.14
H 3.359 2.821 5.722  0.13
C -2.962 -2.384 -2.611  -0.44
C -3.145 -1.195 -3.550  -0.42
As -1.478 -0.286 -3.972  1.30
C -0.448 -1.740 -4.706  -0.36
C -1.064 -2.784 -5.391  -0.12
C -0.300 -3.807 -5.937  -0.07
C 1.083 -3.791 -5.795  -0.07
C 1.698 -2.762 -5.094  -0.07
C 0.935 -1.739 -4.544  -0.10
C -2.020 0.783 -5.469  -0.37
C -2.422 0.198 -6.664  -0.10
C -2.837 1.005 -7.714  -0.08
C -2.847 2.390 -7.571  -0.08
C -2.447 2.969 -6.375  -0.07
C -2.033 2.166 -5.319  -0.10
As -2.012 -1.816 -0.997  1.31
C -0.221 -2.495 -1.401  -0.38
C 0.017 -3.760 -1.937  -0.10
C 1.313 -4.184 -2.184  -0.08
C 2.390 -3.345 -1.904  -0.09
C 2.163 -2.083 -1.378  -0.07
C 0.859 -1.663 -1.122  -0.16
C -2.597 -3.159 0.269  -0.40
C -2.545 -2.828 1.620  -0.13
C -2.937 -3.748 2.586  -0.09
C -3.393 -5.003 2.205  -0.09
C -3.453 -5.336 0.857  -0.08
C -3.057 -4.417 -0.107  -0.11
H -2.412 -3.186 -3.098  0.04
H -3.933 -2.773 -2.310  0.07
H -3.773 -0.431 -3.092  0.07
H -3.618 -1.477 -4.487  0.07
H -2.141 -2.817 -5.502  0.09
H -0.785 -4.613 -6.475  0.11
H 1.680 -4.587 -6.226  0.11
H 2.773 -2.752 -4.967  0.11
H 1.423 -0.954 -3.984  0.09
H -2.398 -0.876 -6.796  0.09
H -3.148 0.551 -8.646  0.11
H -3.165 3.015 -8.396  0.11
H -2.451 4.046 -6.260  0.11
H -1.730 2.622 -4.384  0.08
H -0.807 -4.428 -2.164  0.10
H 1.487 -5.170 -2.600  0.11
H 3.402 -3.675 -2.110  0.11
H 2.991 -1.412 -1.180  0.11
H 0.693 -0.673 -0.711  0.03
H -2.199 -1.845 1.919  0.09
H -2.897 -3.481 3.635  0.10
H -3.708 -5.719 2.955  0.10
H -3.810 -6.313 0.555  0.10
H -3.113 -4.694 -1.154  0.09
F 2.736 3.149 -4.354  0.18
C 1.828 2.269 -3.963  -0.56
F 0.699 2.946 -3.665  0.12
F 1.543 1.462 -5.004  0.14
C 2.319 1.424 -2.783  -0.53
O 3.517 1.290 -2.676  0.11
O 1.406 0.898 -2.024  -0.14

=====

2.
Entry from OMol25: a molecular structure, C8H10 (ωB97M-V/def2-TZVPD).

The value obtained for the HOMO-LUMO gap is 7.831 eV. Its LUMO energy is 0.75 eV. The net charge is 0. The HOMO energy comes out at -7.08 eV.

Last column: Löwdin charge in e.
Atoms and positions in Å:
C -1.542 0.996 0.332  -0.10
C -1.943 -0.318 0.287  -0.12
C -1.067 -1.289 -0.206  -0.10
C 0.169 -0.925 -0.771  -0.15
C 0.542 0.442 -0.809  -0.29
C -0.298 1.392 -0.224  -0.10
C 2.176 0.257 0.239  -0.15
C 1.440 -0.572 0.962  -0.07
H -2.216 1.722 0.793  0.11
H -2.890 -0.610 0.734  0.10
H -1.304 -2.367 -0.181  0.11
H 0.849 -1.677 -1.253  0.14
H 1.425 0.702 -1.383  0.12
H -0.030 2.472 -0.217  0.12
H 3.294 0.267 0.224  0.10
H 1.794 1.255 -0.150  0.08
H 1.767 -1.583 1.313  0.11
H 0.448 -0.071 1.264  0.10

=====

3.
Entry from OMol25: a molecular structure, C36H26IMgN7O4 (ωB97M-V/def2-TZVPD).

The value obtained for the HOMO-LUMO gap is 5.210 eV. Its LUMO energy is -1.14 eV. The net charge is 0. The HOMO energy comes out at -6.35 eV.

Last column: Löwdin charge in e.
Atoms and positions in Å:
Mg 0.671 -0.594 0.844  0.45
O 2.094 -0.543 2.331  -0.24
N 1.873 0.189 3.358  0.01
N 0.775 0.830 3.279  -0.22
O -0.014 0.757 2.245  -0.17
C 0.403 1.698 4.369  -0.16
C 1.192 1.796 5.508  -0.02
C 0.783 2.637 6.529  -0.08
C -0.394 3.370 6.417  -0.09
C -1.163 3.260 5.269  -0.08
C -0.768 2.420 4.234  -0.01
H 2.104 1.223 5.586  0.11
H 1.390 2.720 7.421  0.10
H -0.705 4.025 7.220  0.10
H -2.075 3.832 5.168  0.10
H -1.338 2.327 3.322  0.11
O 0.059 -4.182 -5.422  0.08
N 1.166 -3.732 -5.216  -0.33
O 2.065 -3.737 -6.024  0.08
C 1.399 -2.987 -3.932  -0.05
C 2.605 -2.416 -3.834  0.07
C 2.979 -1.685 -2.661  -0.12
C 4.233 -1.062 -2.533  0.01
C 4.526 -0.395 -1.379  -0.02
C 3.560 -0.357 -0.360  -0.08
N 2.376 -0.917 -0.470  0.07
C 2.080 -1.584 -1.610  -0.15
C 0.766 -2.197 -1.724  -0.14
N -0.060 -2.031 -0.661  0.05
C -1.270 -2.530 -0.728  -0.10
C -1.742 -3.227 -1.844  -0.01
C -0.918 -3.419 -2.915  0.02
C 0.396 -2.895 -2.884  -0.04
H 3.303 -2.514 -4.653  0.13
H 4.945 -1.120 -3.348  0.13
H 5.476 0.101 -1.237  0.11
H 3.751 0.149 0.579  0.12
H -1.911 -2.358 0.129  0.12
H -2.755 -3.603 -1.854  0.12
H -1.266 -3.958 -3.776  0.10
I 1.860 -3.929 1.611  1.01
C 0.131 -3.318 2.621  -0.74
C -0.417 -4.182 3.559  -0.13
C -1.561 -3.776 4.222  -0.06
C -2.107 -2.535 3.934  -0.04
C -1.481 -1.745 2.991  -0.11
N -0.378 -2.129 2.332  -0.01
H 0.045 -5.137 3.759  0.09
H -2.017 -4.422 4.961  0.11
H -2.995 -2.177 4.435  0.11
H -1.835 -0.751 2.747  0.11
N -0.028 0.714 -0.517  0.06
C -0.589 1.531 -1.267  -0.35
C -2.075 1.387 -1.589  -0.17
C -2.932 0.923 -0.594  -0.05
C -4.269 0.666 -0.860  -0.10
C -4.774 0.857 -2.143  -0.11
C -3.930 1.318 -3.144  -0.09
C -2.596 1.592 -2.864  -0.05
C 0.142 2.666 -1.962  -0.17
C 1.465 2.481 -2.353  -0.04
C 2.188 3.506 -2.942  -0.09
C 1.598 4.750 -3.141  -0.11
C 0.281 4.949 -2.751  -0.09
C -0.442 3.910 -2.176  -0.05
H -2.514 0.764 0.395  0.10
H -4.923 0.319 -0.068  0.09
H -5.816 0.655 -2.357  0.09
H -4.313 1.468 -4.146  0.10
H -1.944 1.959 -3.650  0.11
H 1.918 1.512 -2.168  0.09
H 3.215 3.341 -3.247  0.09
H 2.160 5.556 -3.596  0.09
H -0.186 5.915 -2.896  0.10
H -1.474 4.070 -1.882  0.11

=====

Going through the records in order, we get strongest force on any atom values of 1.47 7.09 1.10 eV/Å.